Below is 2 unconnected molecules or ions with the total composition C5H10O2, with properties calculated with ωB97M-V/def2-TZVPD.

## Properties
relative energy (zero: lowest compared OMol25 entry of this formula, charge and spin): 159.7 kcal per mole
electronic energy: -346.770956 hartree
HOMO energy (alpha / beta): -8.937 / -8.936 eV

```
! RIJCOSX wB97M-V def2-TZVPD def2/J DEFGRID3
* xyz 0 1
C 2.34390 0.47252 0.20369
O 0.94084 0.51312 -0.00760
C 0.36450 -0.70237 -0.23578
C 0.20511 -0.27826 2.38316
C -0.92001 -0.81970 -0.58087
C -1.85093 0.33342 -0.81874
O -2.46536 0.25907 -2.09638
H 2.86296 0.11416 -0.69389
H 2.57900 -0.16657 1.06279
H 2.65329 1.49738 0.41552
H 1.01710 -1.56446 -0.10341
H -0.88344 -0.49458 2.31432
H 0.22126 0.83326 2.41930
H -1.31830 -1.82025 -0.72773
H -2.68046 0.31484 -0.10280
H -1.31546 1.28354 -0.68316
H -1.75401 0.22486 -2.74839
*
```